A structure of composition C5H3Cl3N3. Source: OMol25; level of theory: ωB97M-V with the def2-TZVPD basis set.

Properties
E_HOMO in eV: -14.59
Energy relative to the best compared isomer or geometry (same formula, charge and spin) in kcal per mole: 0.0
Net charge: +1
Frontier orbital gap in eV: 8.1

Each line ends with the natural charge from an NBO analysis.
Cartesian coordinates (Å):
C1 -2.46211 -0.89064 0.77961  0.162
C2 -0.13898 -0.29634 1.55201  0.215
C3 1.60395 -0.84256 0.13516  0.468
C4 -0.50736 -0.16585 -0.79935  0.060
C5 -1.07586 -1.12647 0.87861  -0.169
N1 -3.57812 -0.70308 0.61324  -0.132
N2 1.12545 -0.44333 1.27905  -0.395
N3 0.94618 -0.26515 -0.93501  -0.607
Cl1 2.99556 -1.74573 -0.06100  0.246
Cl2 -1.34796 -0.88034 -2.21076  0.102
Cl3 -0.60116 -2.91770 0.88263  0.087
H1 -0.33819 0.59540 2.24692  0.284
H2 -1.01634 0.67614 -0.52721  0.211
H3 1.37541 -0.36689 -1.86912  0.466



The molecule C5H3ClF4. Source: OMol25; level of theory: ωB97M-V with the def2-TZVPD basis set.

Properties
E_HOMO in eV: -10.14
Frontier orbital gap in eV: 10.7
SMILES string: CC1=C(Cl)C(F)(F)C1(F)F

Each line ends with the natural charge from an NBO analysis.
Cartesian coordinates (Å):
C1 0.80876 0.93942 0.63488  0.026
C2 1.34017 2.13654 0.44286  -0.162
C3 1.56144 0.89727 2.18465  0.653
C4 2.00404 2.32905 1.78453  0.604
C5 -0.12361 0.02470 0.01290  -0.680
F1 0.74129 0.65488 3.13324  -0.289
F2 2.61955 0.03514 2.28511  -0.329
F3 3.32897 2.37041 1.77183  -0.309
F4 1.52349 3.32639 2.53497  -0.309
Cl1 1.09554 3.25033 -0.77163  0.069
H1 -0.31403 -0.71889 0.75130  0.240
H2 0.35539 -0.34940 -0.78933  0.245
H3 -0.87146 0.44565 -0.49990  0.241



A cluster of 2 separate species, C5H3ClF4O in total. Source: OMol25; level of theory: ωB97M-V with the def2-TZVPD basis set.

Properties
E_HOMO in eV: -9.37
Energy relative to the best compared isomer or geometry (same formula, charge and spin) in kcal per mole: 0.0
Frontier orbital gap in eV: 9.2
SMILES string: FC(F)=C(F)F.C=CC(=O)Cl

Each line ends with the natural charge from an NBO analysis.
Cartesian coordinates (Å):
C1 0.46392 1.40594 0.26325  0.496
C2 2.02907 -0.43749 0.42464  -0.296
C3 1.80720 0.77685 0.01833  -0.334
C4 -1.93094 -1.45546 -0.01314  0.585
C5 -1.78640 -0.27510 -0.64308  0.576
O1 -0.39417 0.98763 0.97028  -0.524
F1 -2.74669 -1.69700 0.94533  -0.275
F2 -1.20106 -2.49153 -0.32540  -0.292
F3 -2.54455 0.76887 -0.42088  -0.278
F4 -0.90763 -0.17339 -1.66954  -0.309
Cl1 0.29513 2.91220 -0.54403  -0.021
H1 3.13075 -0.77916 0.46984  0.223
H2 1.21116 -0.92431 0.98387  0.223
H3 2.57421 1.38194 -0.45945  0.228



The molecule C5H3ClN2O3S. Source: OMol25; level of theory: ωB97M-V with the def2-TZVPD basis set.

Properties
E_HOMO (alpha / beta) in eV: -10.11 / -10.11
Frontier orbital gap (alpha / beta) in eV: 8.3 / 8.3
SMILES string: Cc1noc(S(=O)(=O)Cl)c1C#N

Each line ends with the natural charge from an NBO analysis.
Cartesian coordinates (Å):
C1 -0.10872 -1.77583 -0.52665  0.232
C2 0.28243 -0.41206 -0.32807  -0.204
C3 1.26933 0.42929 0.01705  0.153
C4 -1.00502 0.73069 -0.51917  0.065
C5 2.58927 0.07578 0.62313  -0.650
N1 -0.47461 -2.84266 -0.74904  -0.253
N2 0.97512 1.73645 -0.06290  -0.102
O1 -3.53565 1.30101 -0.26542  -0.864
O2 -2.97970 -0.85917 -1.24486  -0.850
O3 -0.36544 1.85340 -0.31069  -0.219
S1 -2.72367 0.15022 -0.33232  2.119
Cl1 -2.51905 -0.71730 1.48850  -0.164
H1 3.37469 0.61506 0.09024  0.249
H2 2.65217 0.68511 1.47939  0.251
H3 2.56885 -0.96999 0.64083  0.236



The molecule C5H3F. Source: OMol25; level of theory: ωB97M-V with the def2-TZVPD basis set.

Properties
E_HOMO in eV: -9.00
Energy relative to the best compared isomer or geometry (same formula, charge and spin) in kcal per mole: 79.0
Frontier orbital gap in eV: 8.7
SMILES string: FC1=C2[C@H]3C[C@@]123

Each line ends with the natural charge from an NBO analysis.
Cartesian coordinates (Å):
C1 0.91841 0.27798 0.81790  -0.025
C2 1.51336 -0.05611 -0.26216  0.335
C3 -0.98474 0.35203 -0.35996  -0.432
C4 -0.40953 -0.31592 0.85247  -0.276
C5 0.06852 -0.67309 -0.54697  -0.037
F1 2.62059 0.00145 -0.95524  -0.263
H1 -1.99794 0.00769 -0.71166  0.217
H2 -0.84032 1.35579 -0.55463  0.209
H3 -0.88835 -0.94983 1.72025  0.272



The molecule C5H3N. Source: OMol25; level of theory: ωB97M-V with the def2-TZVPD basis set.

Properties
E_HOMO in eV: -9.76
Energy relative to the best compared isomer or geometry (same formula, charge and spin) in kcal per mole: 44.0
Frontier orbital gap in eV: 9.9

Each line ends with the natural charge from an NBO analysis.
Cartesian coordinates (Å):
C1 -1.89421 0.05593 0.02822  0.001
C2 -3.10538 0.00247 0.04985  0.154
C3 -5.58133 0.02621 -0.02239  0.350
C4 0.49885 -0.16975 -0.08481  -0.313
C5 -0.57134 0.54188 0.01796  -0.258
N1 -4.43777 -0.11239 -0.02418  -0.555
H1 1.37187 0.17926 0.16226  0.193
H2 0.39885 -1.23961 0.08741  0.196
H3 -0.70063 1.61092 -0.14155  0.231



The ion C5H3N10 with charge -1. Source: OMol25; level of theory: ωB97M-V with the def2-TZVPD basis set.

Properties
E_HOMO in eV: -5.63
Energy relative to the best compared isomer or geometry (same formula, charge and spin) in kcal per mole: 0.0
Net charge: -1
Frontier orbital gap in eV: 8.5

Each line ends with the natural charge from an NBO analysis.
Cartesian coordinates (Å):
C1 -0.34227 0.17556 -3.08459  0.110
C2 -0.50329 0.17200 1.92748  0.048
C3 -0.03119 -0.54236 -1.14740  0.383
C4 0.41050 -1.31014 0.03277  -0.260
C5 0.53886 -0.48713 1.27133  0.274
N1 -2.20884 1.36178 2.01129  -0.155
N2 -0.30308 -0.93701 -2.34699  -0.480
N3 -0.00875 1.24177 -2.40204  -0.281
N4 -1.70709 0.38249 1.33114  -0.291
N5 -0.28869 1.04009 2.96009  -0.244
N6 -1.35690 1.74751 2.98063  -0.141
N7 1.81720 -1.59109 -0.22793  -0.183
N8 1.81218 -0.40070 1.61323  -0.320
N9 2.46862 -1.02456 0.64208  -0.005
N10 0.14358 0.79189 -1.17825  -0.326
H1 -0.23868 0.01714 -4.15321  0.190
H2 -0.28845 -2.05495 0.23979  0.267
H3 0.08628 1.41771 -0.46941  0.415



The molecule C5H3NO. Source: OMol25; level of theory: ωB97M-V with the def2-TZVPD basis set.

Properties
E_HOMO (alpha / beta) in eV: -10.02 / -10.02
Energy relative to the best compared isomer or geometry (same formula, charge and spin) in kcal per mole: 128.3
Frontier orbital gap (alpha / beta) in eV: 8.2 / 8.2

Each line ends with the natural charge from an NBO analysis.
Cartesian coordinates (Å):
C1 2.51164 -0.30130 0.96449  0.108
C2 1.25958 -0.48250 1.14489  -0.429
C3 0.14290 -0.26278 0.43458  0.112
C4 -0.20773 1.07017 -0.12684  -0.168
O1 -1.31432 0.81767 -0.99775  -0.302
N1 -1.61682 -0.49905 -0.97307  0.031
C5 -0.83882 -1.13803 -0.16108  -0.088
H1 0.65378 1.42779 -0.69982  0.249
H2 -0.49602 1.81761 0.61721  0.245
H3 -0.91780 -2.21095 -0.05382  0.241



The molecule C5H3NO. Source: OMol25; level of theory: ωB97M-V with the def2-TZVPD basis set.

Properties
E_HOMO in eV: -9.16
Energy relative to the best compared isomer or geometry (same formula, charge and spin) in kcal per mole: 79.2
Frontier orbital gap in eV: 10.0
SMILES string: C#Cc1cnoc1

Each line ends with the natural charge from an NBO analysis.
Cartesian coordinates (Å):
C1 -1.23823 1.86302 0.69154  -0.229
C2 -1.08500 0.85009 0.05530  -0.026
C3 -0.39927 -0.31374 -0.40873  -0.285
C4 -0.01792 -1.11057 0.62616  0.229
O1 1.24976 -1.46443 0.51711  -0.270
N1 1.74963 -0.97282 -0.68301  -0.112
C5 0.77295 -0.32102 -1.24144  0.006
H1 -1.38411 2.79599 1.17941  0.239
H2 -0.57999 -1.40986 1.49886  0.219
H3 0.93219 0.08334 -2.23519  0.230



The molecule C5H3NO. Source: OMol25; level of theory: ωB97M-V with the def2-TZVPD basis set.

Properties
E_HOMO in eV: -9.67
Energy relative to the best compared isomer or geometry (same formula, charge and spin) in kcal per mole: 0.2
Frontier orbital gap in eV: 10.5
SMILES string: N#Cc1ccoc1

Each line ends with the natural charge from an NBO analysis.
Cartesian coordinates (Å):
N1 3.16602 -0.50470 0.00375  -0.300
C1 2.02912 -0.28745 -0.03879  0.279
C2 0.62753 -0.01663 -0.04542  -0.266
C3 0.05285 1.19796 0.17856  0.164
O1 -1.28548 1.08542 0.19259  -0.385
C4 -1.58355 -0.22355 -0.02769  0.094
C5 -0.45613 -0.95188 -0.19209  -0.266
H1 0.46393 2.18332 0.33938  0.220
H2 -2.63429 -0.47124 -0.01718  0.216
H3 -0.38001 -2.01127 -0.39310  0.244



Energy / Ha: -1736.7758 -1051.9100 -1127.1339 -1385.7517 -291.9256 -246.9119 -739.8709 -322.0873 -322.1656 -322.2915
Largest force on an atom / eV/A: 4.41 5.42 3.09 7.63 3.80 5.53 3.63 0.78 0.83 1.14
Molecular weight / g mol⁻¹: 211.46 174.52 190.52 206.61 82.08 77.09 203.15 93.08 93.08 93.08